1.
The following is a DFT calculation (ωB97M-V with the def2-TZVPD basis set) of an isolated ion of composition C4H9N2O2 and charge +1 in a non-equilibrium geometry.

```
17
Properties=species:S:1:pos:R:3:forces:R:3
C 0.480960 -0.303520 1.345692 0.04 2.10 -0.15
C -1.337873 0.516894 -0.624533 3.41 -0.06 -2.83
C 1.730006 -0.230499 2.233650 0.19 -0.62 -2.12
C -0.740774 -0.109008 -2.847955 -3.46 1.90 -2.33
N 0.069233 1.097989 1.124278 -0.87 -1.01 -1.37
N -0.160036 -1.197802 0.692299 1.72 0.60 1.22
O -1.221466 1.095788 0.485400 0.54 0.05 0.53
O -0.399842 0.310907 -1.549180 -1.10 1.40 3.80
H -2.321006 0.437905 -0.925801 -2.25 -0.57 -0.59
H 1.892554 -1.244458 2.478017 0.25 -1.05 1.22
H 1.606390 0.445635 3.063278 -0.04 -0.03 0.31
H 2.671383 -0.001939 1.659143 -1.20 0.32 0.25
H -0.507074 0.730481 -3.636409 -0.43 -1.55 1.81
H -1.873800 -0.402725 -2.920782 2.03 0.71 0.14
H -0.192135 -0.957653 -3.055279 1.28 -1.68 -0.44
H -0.021644 1.925206 1.726599 0.50 -1.11 0.45
H 0.325124 -2.113201 0.751584 -0.64 0.62 0.11
```
Positions in Å, forces in eV/Å.

* LUMO energy: -4.284 eV
* total charge: +1
* HOMO-LUMO gap: 10.4269 eV
* M: 117.13 g/mol
* energy relative to the best compared isomer or geometry (same formula, charge and spin): 4.365 eV

natural (NBO) atomic charge list, values in e, 8 entries: C 0.463; C 0.759; C -0.692; C -0.263; N -0.339; N -0.692; O -0.270; O -0.416

2.
The following is a DFT calculation (ωB97M-V with the def2-TZVPD basis set) of C14H31AlBBr2Cl8F3NaO15P2S2 as an isolated structure in a non-equilibrium geometry.

```
80
Properties=species:S:1:pos:R:3:forces:R:3
C -0.193869 1.459730 -1.519859 -0.56 -0.84 -0.53
O -0.441110 0.558124 -0.395414 1.59 -0.73 -1.36
B -0.169819 -0.768500 -0.791515 -0.06 0.06 1.01
O 0.790654 -1.512288 -0.116023 -0.77 0.78 -1.40
C -0.961449 -1.508601 -2.013338 0.48 1.16 -0.30
O -0.139300 -1.451598 -3.263295 -1.03 1.62 -0.74
S -0.950427 -0.644289 -4.496794 -1.59 -0.12 -1.11
O -1.290029 -1.576646 -5.481259 -1.25 -0.55 0.35
O -0.290420 0.541664 -4.959580 1.41 0.00 1.19
O -2.207778 -0.065930 -3.653344 2.00 -0.81 0.61
C -2.320296 -0.895768 -2.484478 -1.71 -1.85 -0.15
P -3.448642 -0.141255 -1.190816 -0.41 -0.25 0.89
C -4.255526 1.397489 -1.825197 0.17 -0.30 -0.24
C -4.754942 -1.421358 -0.964054 1.06 1.00 -0.86
H 0.254154 2.393088 -1.172310 -0.27 -0.07 0.09
H -1.142020 1.630696 -2.042746 0.23 0.44 0.12
H 0.470414 0.974061 -2.301609 -0.51 0.63 0.82
H 1.532064 -0.930837 0.083804 0.05 -0.37 0.86
H -1.023053 -2.589603 -1.861271 -0.40 0.25 0.27
H -2.849170 -1.794537 -2.853493 -0.24 0.28 0.29
H -3.724817 2.280681 -1.464047 0.06 -0.15 -0.20
H -4.310073 1.377762 -2.919285 0.01 0.15 0.17
H -5.270632 1.447206 -1.420823 0.14 -0.18 -0.02
H -4.336879 -2.175388 -0.262233 -0.46 0.02 0.02
H -4.922871 -1.936283 -1.918313 -0.25 -0.13 0.31
H -5.642529 -0.904640 -0.598621 0.01 -0.32 0.12
Al 1.740035 -0.395289 -3.978951 0.97 -1.49 -1.61
C 2.844894 4.902618 -0.883544 -0.13 1.12 0.46
Cl 3.653913 6.236729 -1.648850 0.03 -0.36 -0.13
Cl 3.512236 3.353950 -1.528823 0.94 1.18 -0.53
Cl 3.105125 4.956104 0.855240 -0.02 -0.19 -0.15
Cl 1.110124 4.973074 -1.227795 0.04 -0.16 -0.05
O 0.077453 -1.158189 3.072095 -0.06 0.02 -0.02
H 0.529036 -1.836469 3.587672 0.08 0.03 -0.04
H 0.538779 -1.157330 2.228517 0.02 -0.18 0.06
C 6.716752 -4.130200 3.562607 0.11 0.17 -0.03
O 5.745099 -3.413044 2.758808 -0.89 -2.45 2.37
P 4.225174 -3.204554 3.444181 -2.44 5.95 -3.97
O 3.432776 -3.060441 2.186310 0.31 -0.73 0.52
O 4.598078 -1.760423 4.093251 -0.13 -0.47 0.62
C 5.312648 -0.810577 3.319408 0.46 0.24 -0.02
O 2.966769 -3.375489 4.532159 2.61 -2.36 0.31
C 3.288681 -3.988827 5.803893 -0.02 0.08 0.23
H 7.646093 -4.177959 3.001835 -0.07 0.06 -0.05
H 6.887799 -3.607396 4.507191 0.06 -0.03 -0.02
H 6.363115 -5.142947 3.755800 0.15 -0.04 -0.01
H 5.094747 -0.916834 2.256058 0.03 -0.12 0.00
H 6.384740 -0.903081 3.494125 0.02 -0.07 -0.14
H 5.018943 0.188705 3.638757 -0.18 -0.12 0.16
H 4.053465 -3.409898 6.325689 -0.05 0.02 0.00
H 3.637011 -5.011805 5.654684 -0.08 -0.01 0.08
H 2.386788 -4.008935 6.409696 -0.04 0.06 -0.11
Cl 1.429759 -2.214968 -5.765573 1.00 1.67 1.63
C 4.235630 10.825996 1.064468 0.04 0.59 0.50
F 5.153804 11.738463 0.737011 0.04 -0.21 -0.23
F 4.534522 10.383324 2.292226 -0.01 -0.27 -0.16
F 3.059030 11.456605 1.145350 -0.07 -0.23 -0.20
S 4.183663 9.450019 -0.156736 0.02 -0.20 -0.28
O 5.510223 8.872202 -0.127359 0.04 0.01 0.16
O 3.851364 10.079660 -1.414889 -0.07 0.12 0.05
O 3.150986 8.557504 0.337810 -0.07 0.09 0.23
C -3.818619 -4.791437 0.849211 -1.17 0.00 1.83
O -4.025492 -3.980621 -0.149848 0.54 -0.36 -0.39
H -3.117414 -4.436142 1.650730 0.67 0.17 -0.53
H -4.704790 -5.116762 1.424307 -0.35 -0.01 -0.57
H -3.347242 -5.777502 0.584538 0.43 0.18 -0.42
Na 2.564515 1.292916 -1.185662 -0.51 -1.38 0.12
C -3.111814 0.029006 -8.227816 -0.02 0.03 -0.18
Cl -4.185008 -0.674691 -7.010076 -0.02 0.00 0.07
Cl -3.416805 -0.683660 -9.808540 0.03 0.01 0.09
Cl -3.305315 1.782963 -8.284803 0.05 -0.03 0.06
H -2.089814 -0.192135 -7.945473 -0.03 -0.02 0.02
Br -7.442181 -3.863997 1.406747 0.01 0.00 0.06
C -7.240818 -2.545358 2.823846 -0.11 -0.04 -0.28
C -5.826179 -2.036472 2.902583 0.01 0.03 0.29
Br -4.644486 -3.322932 3.764565 0.05 0.00 -0.06
H -7.577306 -3.013310 3.743316 0.06 0.02 0.02
H -7.921484 -1.738519 2.560448 0.05 0.04 0.03
H -5.772836 -1.145994 3.526484 0.00 -0.02 0.01
H -5.397801 -1.818631 1.929032 -0.04 -0.03 -0.02
```
Positions in Å, forces in eV/Å.

* LUMO energy: -8.969 eV
* total charge: +1
* HOMO-LUMO gap: 0.9757 eV
* M: 1126.68 g/mol

Löwdin atomic charge list, values in e, 8 entries: C -0.054; O 0.005; B -0.584; O 0.191; C -0.097; O -0.355; S 0.505; O -0.251

3.
The following is a DFT calculation (ωB97M-V with the def2-TZVPD basis set) of ClCu as an isolated structure close to a stationary point.

```
2
Properties=species:S:1:pos:R:3:forces:R:3
Cu -24.352797 -16.260786 7.039513 0.01 -0.01 0.00
Cl -21.405413 -18.695479 5.469352 -0.01 0.01 0.00
```
Positions in Å, forces in eV/Å.

* LUMO energy (alpha / beta): -8.111 / -8.311 eV
* total charge: +1
* spin multiplicity: 2
* HOMO-LUMO gap (alpha / beta): 7.7898 / 7.1047 eV
* M: 99.00 g/mol
* energy relative to the best compared isomer or geometry (same formula, charge and spin): 0.956 eV

Charges in e, computed with natural (NBO), in the same order as the atoms: Cu 0.999; Cl 0.001

4.
The following is a DFT calculation (ωB97M-V with the def2-TZVPD basis set) of C3H13NO2S as an isolated structure in a non-equilibrium geometry.

```
20
Properties=species:S:1:pos:R:3:forces:R:3
C -1.636633 -0.923365 -0.850375 -0.72 -0.63 0.78
C -2.676409 -0.138479 -0.078377 -0.58 1.28 2.06
C -2.385288 0.237814 1.218443 -1.01 -1.55 -1.28
S 3.923917 0.691466 0.275916 1.65 0.38 1.51
N -1.383636 -0.361003 -2.117293 0.93 0.88 -1.52
H -2.130200 -1.927568 -1.002934 1.13 0.64 -0.05
H -0.699893 -0.995404 -0.176185 -0.89 0.13 -1.27
H 5.086189 0.828512 1.640196 -2.59 0.26 2.18
H -3.687764 -0.005483 -0.543548 1.12 -0.18 0.42
H -1.340049 0.011953 1.505960 -1.00 0.62 0.39
H -3.189942 0.466512 1.992736 1.29 0.14 -1.38
H 5.327089 0.745153 0.944346 1.26 -0.48 -3.63
H -1.268114 -0.876896 -2.984402 -0.33 -0.97 0.34
H -1.164169 0.611718 -2.405682 -0.40 -0.31 1.59
H 0.987342 -0.645576 2.341460 -0.89 0.62 -0.95
H 1.176720 0.725033 1.777501 -0.39 0.07 -0.34
O 0.555736 -0.018836 1.695060 1.69 -0.88 1.49
H 1.935995 0.217766 -0.474237 -1.23 -0.21 -0.38
H 1.444598 1.007868 -1.735640 -0.65 -1.52 1.66
O 1.124516 0.348817 -1.022938 1.62 1.72 -1.62
```
Positions in Å, forces in eV/Å.

* LUMO energy (alpha / beta): -4.482 / -7.577 eV
* total charge: +1
* spin multiplicity: 2
* HOMO-LUMO gap (alpha / beta): 8.4419 / 5.3464 eV
* M: 127.21 g/mol
* energy relative to the best compared isomer or geometry (same formula, charge and spin): 4.479 eV

natural (NBO) atomic charge list, values in e, 8 entries: C -0.353; C -0.234; C -0.281; S -0.336; N -0.321; H 0.266; H 0.346; H 0.251

5.
The following is a DFT calculation (ωB97M-V with the def2-TZVPD basis set) of one molecule with the formula C14H22FNO2.

```
40
Properties=species:S:1:pos:R:3:forces:R:3
C 3.973605 1.998937 0.044806 -0.23 0.15 0.20
C 2.497374 2.320630 0.268543 0.37 -0.09 -0.09
N 1.674907 1.860850 -0.844428 -0.20 -0.08 -0.06
C 1.070771 2.942303 -1.602583 0.11 0.10 -0.17
C 2.116268 3.733922 -2.380863 -0.28 -0.10 0.12
C 0.742911 0.814150 -0.482508 0.01 -0.33 0.09
C 1.483558 -0.505342 -0.220403 -0.01 0.26 -0.05
O 0.633661 -1.566241 0.151782 -0.03 -0.10 0.14
C -0.165869 -2.091062 -0.886753 -0.13 -0.11 0.01
C -0.802760 -3.404393 -0.400446 0.45 0.20 -0.09
O -2.203437 -3.346364 -0.281593 -0.59 0.05 0.08
C -2.766506 -2.648706 0.742574 -0.14 -0.05 -0.02
C -2.083868 -1.903632 1.696864 0.09 -0.16 -0.19
C -2.778216 -1.247167 2.701027 -0.10 0.06 0.12
C -4.156310 -1.315099 2.776143 0.07 0.06 0.05
C -4.856231 -2.048074 1.830825 0.11 -0.13 -0.19
C -4.162527 -2.700136 0.834927 -0.03 -0.03 -0.07
F -4.850962 -3.413489 -0.082992 0.18 0.09 0.12
H 4.563454 2.347254 0.889624 0.16 0.02 0.09
H 4.333718 2.483421 -0.857634 0.06 0.04 -0.11
H 4.115720 0.927770 -0.065037 0.05 -0.12 -0.02
H 2.382144 3.402986 0.398139 -0.07 -0.05 0.04
H 2.164445 1.850159 1.200847 -0.06 0.07 -0.02
H 0.373447 2.499831 -2.318221 -0.02 0.03 0.08
H 0.495095 3.628460 -0.954792 -0.02 -0.08 -0.05
H 1.623090 4.455540 -3.027621 0.01 0.13 -0.06
H 2.706490 3.057926 -2.993231 0.08 -0.05 -0.08
H 2.783673 4.272399 -1.714011 0.12 0.09 0.05
H 0.138053 1.064682 0.408108 0.00 -0.03 -0.08
H 0.057473 0.665642 -1.320124 -0.01 0.03 0.06
H 2.167815 -0.392985 0.622660 0.07 0.05 -0.10
H 2.063112 -0.772788 -1.115006 0.00 0.04 0.06
H 0.458342 -2.272018 -1.772636 -0.04 0.02 0.05
H -0.966430 -1.392442 -1.166552 0.05 -0.10 -0.02
H -0.634233 -4.200061 -1.128841 0.02 0.09 0.12
H -0.334720 -3.685943 0.550283 -0.03 -0.01 -0.08
H -1.010184 -1.821250 1.651050 0.09 -0.01 -0.03
H -2.225803 -0.675186 3.431188 0.05 0.05 0.06
H -4.689229 -0.801715 3.560972 -0.05 0.05 0.07
H -5.931846 -2.122770 1.855912 -0.11 -0.04 -0.04
```
Positions in Å, forces in eV/Å.

* LUMO energy: 0.903 eV
* total charge: 0
* HOMO-LUMO gap: 9.4401 eV
* M: 255.33 g/mol
* structure (SMILES): CCN(CC)CCOCCOc1ccccc1F
* energy relative to the best compared isomer or geometry (same formula, charge and spin): 0.423 eV

natural (NBO) atomic charge list, values in e, 8 entries: C -0.604; C -0.225; N -0.464; C -0.199; C -0.613; C -0.234; C -0.060; O -0.546

6.
The following is a DFT calculation (ωB97M-V with the def2-TZVPD basis set) of one molecule with the formula C5H9NO in a non-equilibrium geometry.

```
16
Properties=species:S:1:pos:R:3:forces:R:3
C 0.694754 -0.274070 1.021943 3.02 -1.03 -2.82
C -1.734183 -1.242615 -0.203103 0.23 -0.10 0.89
C 0.303863 1.926727 -0.345926 0.28 0.01 -0.61
C -0.007304 0.468572 -0.226747 -3.56 0.52 3.61
C 1.492288 -0.642912 -0.259875 2.28 -1.73 4.14
N -1.241849 0.106490 -0.084148 -0.53 0.93 -3.47
O 2.608852 -0.187385 -0.517175 -1.02 0.47 -0.89
H 1.180522 -1.637418 -0.625249 -0.45 0.51 -0.73
H 0.174863 -1.101438 1.487844 -0.39 0.38 -0.13
H 1.134289 0.483658 1.663221 -0.01 -0.09 -0.13
H -2.488204 -1.407834 0.567983 -0.01 -0.04 0.00
H -0.994389 -2.045979 -0.154523 0.08 0.02 0.01
H -2.255839 -1.304613 -1.161786 0.06 0.12 0.05
H -0.184644 2.309508 -1.241612 0.05 0.09 0.03
H -0.062609 2.484135 0.516249 -0.05 -0.14 0.05
H 1.379590 2.065174 -0.437098 0.03 0.07 -0.01
```
Positions in Å, forces in eV/Å.

* LUMO energy (alpha / beta): -0.732 / -0.731 eV
* total charge: 0
* HOMO-LUMO gap (alpha / beta): 7.5110 / 7.5123 eV
* M: 99.13 g/mol
* energy relative to the best compared isomer or geometry (same formula, charge and spin): 4.861 eV

natural (NBO) atomic charge list, values in e, 8 entries: C -0.471; C -0.456; C -0.665; C 0.226; C 0.310; N -0.285; O -0.612; H 0.146

7.
The following is a DFT calculation (ωB97M-V with the def2-TZVPD basis set) of C4H8N2O as an isolated structure in a non-equilibrium geometry.

```
15
Properties=species:S:1:pos:R:3:forces:R:3
C 0.248443 1.684738 -0.991283 -0.06 0.04 -0.10
N 0.746712 0.668367 -0.066086 0.08 0.02 0.13
C 0.158284 -0.774729 -0.096509 -0.34 -0.16 0.03
C -0.718122 -1.008836 1.101688 -0.22 -0.05 -0.22
O -0.002904 -0.733642 2.300167 0.20 -0.19 0.06
C -0.332964 -1.126540 -1.380916 -0.28 -0.25 -0.82
N -0.703292 -1.437855 -2.440329 0.34 0.30 0.97
H -0.817717 1.871839 -0.816881 0.16 -0.02 -0.04
H 0.819088 2.607147 -0.859463 -0.09 -0.13 -0.02
H 0.376519 1.325404 -2.014235 -0.02 0.07 0.15
H 0.759294 0.927919 0.918942 0.01 -0.01 -0.18
H 1.423110 -0.282356 -0.192465 0.14 0.14 -0.02
H -1.110088 -2.034665 1.077889 0.08 0.17 0.00
H -1.576101 -0.321513 1.129408 0.09 -0.06 -0.02
H 0.729737 -1.365278 2.330072 -0.08 0.11 0.08
```
Positions in Å, forces in eV/Å.

* LUMO energy: 0.640 eV
* total charge: 0
* HOMO-LUMO gap: 8.8450 eV
* M: 100.12 g/mol
* energy relative to the best compared isomer or geometry (same formula, charge and spin): 4.675 eV

natural (NBO) atomic charge list, values in e, 8 entries: C -0.420; N -0.638; C -0.377; C -0.081; O -0.728; C 0.233; N -0.364; H 0.205

8.
The following is a DFT calculation (ωB97M-V with the def2-TZVPD basis set) of C15H12 as an isolated structure in a non-equilibrium geometry.

```
27
Properties=species:S:1:pos:R:3:forces:R:3
C 3.738665 1.558717 0.288501 -0.42 -0.31 -0.73
C -4.266133 0.882531 0.255422 3.89 -2.62 -0.63
C -2.870656 1.528953 0.659253 -1.46 -3.32 -0.89
C 2.626390 2.174207 -0.380504 1.99 3.53 1.13
C 3.478890 0.324005 0.784572 -1.87 -2.09 1.69
C -4.108548 -0.386755 -0.237804 0.12 0.92 -0.97
C -1.658672 0.882654 0.576710 -3.21 1.50 -1.50
C 1.369163 1.614643 -0.546071 0.46 -1.11 0.11
C 2.111061 -0.243838 0.776093 2.47 1.27 -0.87
C -2.753922 -0.874978 -0.727043 -1.50 0.61 1.65
C -1.411982 -0.314153 -0.235543 0.20 2.01 1.93
C 1.069962 0.282115 -0.033747 2.39 1.55 1.80
C -2.141767 -1.358044 -1.726936 0.21 -0.64 -1.48
C -0.090732 -0.576447 -0.229614 0.61 -4.35 -3.17
C 0.477870 -1.976742 -0.832860 2.96 3.05 0.82
H 4.797441 1.888472 0.446276 -1.40 0.51 -0.61
H -5.259753 1.277566 0.426960 0.38 0.34 0.22
H -3.123103 2.312989 1.265051 0.56 2.36 1.48
H 2.838782 3.365208 -0.507701 -1.01 -3.04 -0.51
H 4.277458 -0.238248 1.357931 -1.13 0.65 -0.73
H -4.942999 -1.011180 -0.596022 0.44 0.35 0.46
H -0.743200 1.266567 0.947084 0.25 0.73 0.81
H 0.684273 2.216805 -1.125960 -0.45 -0.28 0.12
H 2.053281 -1.123770 1.403025 -0.57 -0.18 -0.38
H -0.070989 -2.807030 -0.664592 -3.04 -2.28 -0.46
H 0.966183 -1.923156 -1.868709 -1.03 0.06 1.51
H 1.266993 -2.294103 -0.106310 0.14 0.79 -0.79
```
Positions in Å, forces in eV/Å.

* LUMO energy: -0.168 eV
* total charge: 0
* HOMO-LUMO gap: 7.6045 eV
* M: 192.26 g/mol
* energy relative to the best compared isomer or geometry (same formula, charge and spin): 3.112 eV

natural (NBO) atomic charge list, values in e, 8 entries: C -0.238; C -0.190; C -0.211; C -0.202; C -0.202; C -0.187; C -0.170; C -0.217

> Look up the M of the sixth one.

99.13 g/mol

> What is the total charge in the fourth record?

+1

> Among the records above, which one has the highest M?

C14H31AlBBr2Cl8F3NaO15P2S2